The following is a quantum chemistry calculation of C35H42CaN6O4S5 as an isolated structure, from OMol25.

```
93
Properties=species:S:1:pos:R:3:mulliken_charge:R:1
Ca 0.01289 0.11641 0.17198 0.710
C 2.97769 5.11858 0.33433 -1.307
C 2.21920 3.90954 0.86301 -0.328
N 3.03470 2.69088 0.90587 1.025
C 3.99995 2.63712 1.98996 -1.096
C 5.37296 2.16598 1.53260 -1.202
C 2.45858 1.51671 0.43372 -0.013
S 2.55100 0.04006 1.38611 -0.349
N 1.78624 1.44565 -0.69267 0.648
C 1.78014 2.41614 -1.68433 -1.488
O 0.54040 2.57942 -2.39443 -0.292
C 2.86110 2.97789 -2.35212 0.677
C 4.21455 2.70040 -1.96901 -0.223
C 5.28383 3.28724 -2.61308 -0.688
C 5.11454 4.17943 -3.67526 -0.671
C 3.80423 4.43231 -4.09347 -0.344
C 2.71337 3.85533 -3.47883 -0.722
H 2.34028 6.00562 0.38167 0.447
H 3.28722 4.95760 -0.69752 0.165
H 3.87276 5.31682 0.93143 0.284
H 1.34746 3.71993 0.24104 0.083
H 1.84610 4.11061 1.87439 0.431
H 3.63414 1.98711 2.79102 0.447
H 4.07679 3.64817 2.39565 0.604
H 5.30515 1.15121 1.13740 0.192
H 6.07397 2.15773 2.37252 0.452
H 5.76029 2.81890 0.74788 0.249
H 4.39881 2.00148 -1.16657 0.424
H 6.28611 3.03541 -2.27668 0.345
H 5.96216 4.64098 -4.16665 0.349
H 3.62794 5.10261 -4.93045 0.364
H 1.71965 4.08595 -3.83940 0.294
S -6.85859 -4.22273 1.74020 -0.389
C -5.76158 -4.14372 0.47527 0.081
S -5.76968 -2.89334 -0.72716 -0.101
C -4.23879 -3.48171 -1.42332 0.116
N -3.82047 -4.54919 -0.80173 -0.903
N -4.68003 -4.90791 0.23384 0.694
C -4.21378 -5.97879 1.04738 0.113
C -2.85856 -6.03251 1.34608 -0.198
C -2.37031 -7.07280 2.12101 -0.694
C -3.22638 -8.05923 2.59040 -0.379
C -4.57590 -8.00561 2.27164 -0.590
C -5.07558 -6.96998 1.49622 -0.402
S -3.49607 -2.64812 -2.68484 -0.366
H -2.20615 -5.26237 0.95755 0.596
H -1.31502 -7.10843 2.35999 0.365
H -2.84199 -8.86872 3.19851 0.359
H -5.24852 -8.77717 2.62559 0.340
H -6.12261 -6.91839 1.24355 0.393
N -4.52253 -1.26490 2.30176 -0.667
C -3.28001 -1.06431 1.55481 1.041
C -2.10257 -1.08557 2.51791 0.228
O -2.42830 -1.40850 3.75964 -0.580
O -0.96085 -0.83373 2.20262 -0.532
H -5.08672 -0.42637 2.29850 0.202
H -3.41160 -1.52518 3.70961 0.439
H -5.09556 -2.01213 1.93048 0.109
H -3.24252 -0.10374 1.03613 -0.036
H -3.11043 -1.84354 0.80729 -0.200
C -1.61327 2.26935 -3.23936 -1.380
C -0.42536 1.72236 -2.50266 0.666
O -0.45091 0.57200 -2.04317 -0.376
H -1.31839 3.03445 -3.95427 0.370
H -2.27114 2.71864 -2.49028 0.209
H -2.14765 1.45365 -3.72137 0.372
C 0.09054 -2.26552 -3.77602 -1.458
C 0.95208 -2.67252 -2.57272 3.046
C 2.14104 -1.71081 -2.40085 -1.470
C 1.44721 -4.11448 -2.72039 -2.031
C 0.12721 -2.57880 -1.35261 -0.455
N -0.45330 -2.44850 -0.36911 -0.621
H 0.69910 -2.33635 -4.68024 0.431
H -0.24978 -1.23768 -3.65400 0.108
H -0.78722 -2.90395 -3.87007 0.319
H 2.76764 -1.76931 -3.29340 0.489
H 2.74186 -1.96682 -1.52654 0.358
H 1.80745 -0.68027 -2.28708 0.172
H 2.06709 -4.18202 -3.61569 0.427
H 0.60989 -4.80623 -2.82401 0.432
H 2.04899 -4.40960 -1.85979 0.418
S -1.82151 2.24432 0.62340 -0.288
C -1.28047 3.06855 2.07445 0.709
C -0.38065 2.48722 2.98210 -0.473
C 0.05768 3.17729 4.10237 -0.795
C -0.38373 4.46866 4.36190 -0.394
C -1.27753 5.05762 3.47607 -0.487
C -1.71979 4.37099 2.35455 -0.518
H -0.01024 1.48278 2.80587 0.284
H 0.76217 2.69663 4.77210 0.363
H -0.03375 5.00807 5.23395 0.347
H -1.63127 6.06769 3.65523 0.332
H -2.40712 4.84209 1.66269 0.389
```

Properties
Electronic energy, eV: -126728.6818
Net charge: -2
Energy relative to the best compared isomer or geometry (same formula, charge and spin), kcal per mole: 0.00